[1]
ORCA calculation (ωB97M-V/def2-TZVPD) on a cluster of 14 separate species, C40H118N10O14 in total.

Properties
E	-86953.37092	eV
molar mass	963.44	g mol⁻¹
HOMO-LUMO gap	0.3367	Eh
HOMO energy	-8.85	eV
charge	0

Positions of all 182 atoms, in Å:
O1 0.136 2.444 -0.464
H1 1.022 2.271 -0.785
H2 -0.195 1.604 -0.188
O2 1.425 -5.517 -3.399
H3 1.810 -5.341 -2.523
H4 1.100 -4.691 -3.753
O3 -0.247 0.192 2.954
H5 -0.975 0.236 3.568
H6 0.238 1.037 3.027
O4 -4.417 -2.297 -4.109
H7 -5.051 -2.374 -4.810
H8 -4.742 -3.001 -3.475
C1 -6.553 -1.700 -0.980
C2 -5.073 -1.837 -1.154
C3 -4.276 -1.584 0.086
O5 -4.491 -2.651 1.004
C4 -3.917 -2.383 2.322
N1 -4.786 -3.224 -1.612
H9 -6.865 -0.671 -1.138
H10 -6.854 -2.028 -0.008
H11 -7.076 -2.427 -1.593
H12 -4.718 -1.191 -1.982
H13 -4.564 -0.637 0.534
H14 -3.152 -1.496 -0.153
H15 -2.831 -2.355 2.270
H16 -4.250 -3.183 3.025
H17 -4.198 -1.416 2.694
H18 -3.741 -3.212 -1.700
H19 -4.998 -3.782 -0.816
C5 -3.538 1.711 -4.156
C6 -5.005 1.716 -4.605
C7 -5.964 1.019 -3.628
O6 -7.267 1.196 -4.147
C8 -8.358 1.000 -3.283
N2 -5.483 3.109 -4.695
H20 -2.958 2.220 -4.921
H21 -3.184 0.702 -4.116
H22 -3.435 2.171 -3.158
H23 -5.043 1.168 -5.578
H24 -5.795 1.440 -2.645
H25 -5.676 -0.055 -3.550
H26 -8.435 1.830 -2.611
H27 -8.296 0.082 -2.690
H28 -9.232 0.977 -3.948
H29 -4.836 3.718 -5.104
H30 -6.365 3.132 -5.180
C9 -6.617 5.586 0.590
C10 -6.695 4.081 0.982
C11 -5.304 3.437 1.190
O7 -4.592 3.323 -0.060
C12 -3.222 2.899 0.145
N3 -7.491 3.893 2.156
H31 -6.241 6.219 1.368
H32 -7.674 5.787 0.399
H33 -6.087 5.696 -0.352
H34 -7.061 3.574 0.054
H35 -5.468 2.456 1.700
H36 -4.717 4.019 1.928
H37 -3.134 1.953 0.625
H38 -2.694 3.656 0.774
H39 -2.666 2.787 -0.802
H40 -8.304 4.508 2.227
H41 -7.824 2.953 2.270
C13 5.894 -6.720 2.248
C14 6.651 -5.439 2.491
C15 6.087 -4.393 1.524
O8 6.779 -3.235 1.452
C16 6.394 -2.331 0.432
N4 6.476 -4.787 3.796
H42 6.006 -7.527 2.997
H43 6.053 -7.147 1.271
H44 4.823 -6.540 2.247
H45 7.693 -5.586 2.217
H46 5.037 -4.198 1.776
H47 6.002 -4.900 0.550
H48 5.338 -2.221 0.303
H49 6.958 -2.529 -0.523
H50 6.742 -1.362 0.715
H51 6.704 -5.357 4.586
H52 5.542 -4.390 3.951
C17 3.560 6.252 0.143
C18 2.893 4.954 -0.228
C19 3.823 3.989 -1.005
O9 3.213 2.748 -1.204
C20 4.074 1.976 -1.867
N5 2.530 4.323 1.052
H53 4.011 6.795 -0.663
H54 4.319 5.865 0.836
H55 2.807 6.847 0.720
H56 2.034 5.196 -0.851
H57 4.715 3.789 -0.366
H58 4.048 4.488 -1.941
H59 4.389 2.500 -2.781
H60 3.580 1.097 -2.286
H61 4.981 1.825 -1.256
H62 2.253 5.031 1.742
H63 1.826 3.573 1.017
C21 2.205 -1.639 5.199
C22 3.159 -1.588 4.021
C23 3.432 -0.193 3.467
O10 4.189 -0.242 2.259
C24 4.505 1.078 1.956
N6 4.362 -2.331 4.306
H64 1.997 -2.649 5.514
H65 1.267 -1.233 4.842
H66 2.571 -1.139 6.170
H67 2.665 -2.041 3.170
H68 3.875 0.414 4.295
H69 2.437 0.242 3.233
H70 5.403 1.352 2.497
H71 3.666 1.787 2.058
H72 4.783 1.051 0.903
H73 4.935 -2.278 3.457
H74 4.898 -1.896 5.064
C25 2.091 -5.503 1.709
C26 1.965 -5.872 0.247
C27 0.506 -6.150 -0.142
O11 0.006 -7.167 0.681
C28 -1.305 -7.643 0.417
N7 2.569 -4.824 -0.603
H75 2.976 -5.002 1.955
H76 1.965 -6.356 2.384
H77 1.238 -4.874 2.026
H78 2.553 -6.745 0.047
H79 0.478 -6.473 -1.230
H80 -0.063 -5.188 -0.008
H81 -1.371 -8.230 -0.471
H82 -1.891 -6.753 0.435
H83 -1.543 -8.310 1.233
H84 3.599 -4.829 -0.442
H85 2.310 -3.977 -0.146
C29 2.017 2.263 5.955
C30 2.213 3.514 5.089
C31 0.838 3.837 4.504
O12 0.425 2.886 3.463
C32 -0.706 3.315 2.668
N8 2.527 4.717 5.899
H86 1.823 1.447 5.309
H87 1.145 2.509 6.624
H88 2.821 2.017 6.626
H89 2.921 3.346 4.261
H90 0.804 4.845 4.019
H91 0.093 3.889 5.277
H92 -1.036 2.509 1.990
H93 -0.425 4.200 2.076
H94 -1.453 3.735 3.286
H95 2.892 5.391 5.234
H96 3.273 4.585 6.602
C33 0.045 3.685 -5.671
C34 0.950 3.561 -4.467
C35 1.271 2.170 -4.163
O13 2.071 1.728 -5.256
C36 1.962 0.361 -5.590
N9 2.102 4.445 -4.569
H97 0.507 3.440 -6.591
H98 -0.290 4.654 -5.849
H99 -0.794 2.974 -5.599
H100 0.347 3.859 -3.556
H101 0.313 1.729 -3.977
H102 1.891 2.131 -3.295
H103 2.594 0.219 -6.454
H104 0.880 0.108 -5.842
H105 2.276 -0.313 -4.766
H106 2.709 4.021 -5.235
H107 1.806 5.329 -4.977
C37 2.004 -1.059 -0.054
C38 0.682 -0.972 -0.745
C39 0.132 -2.330 -1.197
O14 -1.102 -2.191 -1.900
C40 -0.894 -1.690 -3.225
N10 -0.247 -0.174 -0.001
H108 2.788 -1.371 -0.705
H109 2.011 -1.677 0.796
H110 2.294 -0.067 0.276
H111 0.921 -0.451 -1.652
H112 -0.066 -2.972 -0.326
H113 0.819 -2.831 -1.917
H114 -1.850 -1.810 -3.769
H115 -0.210 -2.418 -3.755
H116 -0.449 -0.648 -3.135
H117 -0.229 -0.277 0.992
H118 -1.178 -0.304 -0.331

Mulliken atomic charge list, values in e, 6 entries: number 1, O, carries -0.170; number 2, H, carries -0.126; number 3, H, carries 0.474; number 4, O, carries -0.713; number 5, H, carries 0.374; number 6, H, carries 0.310

[2]
ORCA calculation (ωB97M-V/def2-TZVPD) on a structure of composition C40H24BCl7N15O3Sr.

Properties
E	-159537.46252	eV
molar mass	1109.34	g mol⁻¹
HOMO-LUMO gap (spin up / spin down)	0.2372 / 0.1941	Eh
2S+1	2
HOMO energy (spin up / spin down)	-2.82 / -2.82	eV
charge	-2

Positions of all 91 atoms, in Å:
Sr1 -0.104 0.514 0.799
Cl1 -1.549 7.437 -1.513
C1 -0.729 5.927 -1.246
C2 -1.324 4.972 -0.490
C3 -0.685 3.717 -0.236
N1 -1.206 2.765 0.532
C4 -2.541 2.787 0.900
O1 -3.453 3.230 0.224
C5 -2.820 2.160 2.246
C6 -4.075 2.320 2.802
C7 -4.334 1.717 4.022
C8 -3.323 1.000 4.635
C9 -2.096 0.897 3.995
N2 -1.841 1.460 2.822
C10 0.660 3.505 -0.771
C11 1.220 4.541 -1.585
C12 0.551 5.698 -1.821
Cl2 1.277 6.908 -2.839
N3 1.240 2.334 -0.521
C13 2.562 2.121 -0.854
O2 3.431 2.971 -0.949
C14 2.894 0.658 -1.091
C15 3.630 0.429 -2.227
C16 3.889 -0.821 -2.888
C17 3.394 -2.031 -2.581
C18 2.392 -2.275 -1.500
N4 2.377 -0.120 -0.120
H1 -2.310 5.143 -0.089
H2 -4.830 2.862 2.250
H3 -5.319 1.772 4.465
H4 -3.484 0.494 5.577
H5 -1.288 0.319 4.430
H6 2.199 4.397 -2.008
H7 3.977 1.326 -2.720
H8 4.581 -0.770 -3.725
H9 3.721 -2.899 -3.140
H10 2.480 -3.312 -1.159
C19 -1.912 -3.792 -0.106
C20 -1.495 -2.733 0.711
N5 -0.515 -2.050 0.145
N6 -0.267 -2.649 -1.043
C21 -1.109 -3.693 -1.216
B1 0.806 -2.136 -2.027
N7 0.398 -0.730 -2.544
C22 0.783 -0.118 -3.677
C23 0.097 1.069 -3.801
C24 -0.714 1.104 -2.661
N8 -0.524 0.041 -1.895
N9 2.822 -1.490 -0.225
C25 4.261 -1.535 0.031
C26 4.479 -2.141 1.186
C27 3.154 -2.505 1.694
N10 2.206 -2.162 0.920
N11 0.800 -3.177 -3.213
C28 1.226 -4.456 -3.135
C29 1.045 -5.055 -4.360
C30 0.488 -4.033 -5.145
N12 0.344 -2.915 -4.453
H11 -2.709 -4.493 0.071
H12 -1.895 -2.419 1.659
H13 -1.095 -4.277 -2.119
H14 1.506 -0.581 -4.321
H15 0.170 1.793 -4.594
H16 -1.408 1.869 -2.343
H17 4.899 -1.040 -0.677
H18 5.424 -2.283 1.682
H19 2.912 -3.001 2.624
H20 1.588 -4.869 -2.207
H21 1.268 -6.073 -4.633
H22 0.182 -4.060 -6.180
Cl3 1.836 2.724 2.610
C31 1.819 1.312 3.680
C32 1.159 0.181 3.234
C33 1.187 -0.863 4.136
Cl4 0.327 -2.357 3.715
C34 1.836 -0.837 5.370
Cl5 1.856 -2.214 6.431
C35 2.491 0.329 5.753
Cl6 3.316 0.412 7.275
C36 2.476 1.430 4.900
Cl7 3.280 2.892 5.375
N13 -3.587 -0.363 -1.200
C37 -3.920 -0.300 0.128
O3 -3.023 -0.357 0.988
C38 -5.318 -0.224 0.451
C39 -5.749 -0.299 1.791
N14 -6.132 -0.356 2.883
C40 -6.292 -0.164 -0.567
N15 -7.089 -0.100 -1.406
H23 -2.602 -0.335 -1.423
H24 -4.246 -0.072 -1.900

Mulliken atomic charge list, values in e, 6 entries: number 1, Sr, carries 0.974; number 2, Cl, carries -0.246; number 3, C, carries 0.012; number 4, C, carries -1.131; number 5, C, carries 0.285; number 6, N, carries 1.154

[3]
ORCA calculation (ωB97M-V/def2-TZVPD) on a structure of composition C40H24Cl3N8O3Ta.

Properties
E	-99044.24302	eV
molar mass	951.99	g mol⁻¹
HOMO-LUMO gap	0.2189	Eh
HOMO energy	-12.91	eV
charge	+2

Positions of all 79 atoms, in Å:
Ta1 -0.394 0.238 0.125
Cl1 -6.652 -2.488 -0.730
C1 -5.400 -1.386 -0.318
C2 -4.185 -1.486 -0.979
C3 -3.168 -0.605 -0.642
N1 -1.841 -0.633 -1.121
C4 -1.610 -1.175 -2.354
O1 -2.435 -1.440 -3.198
C5 -0.168 -1.499 -2.571
C6 0.212 -2.160 -3.726
C7 1.527 -2.565 -3.857
C8 2.398 -2.301 -2.810
C9 1.938 -1.612 -1.706
N2 0.667 -1.190 -1.570
C10 -3.363 0.370 0.329
C11 -4.580 0.476 0.988
C12 -5.595 -0.415 0.664
Cl2 -7.091 -0.291 1.499
N3 -2.185 1.137 0.579
C13 -2.393 2.447 0.998
O2 -3.463 2.976 1.153
C14 -1.126 3.191 1.223
C15 -1.175 4.481 1.716
C16 0.017 5.138 1.966
C17 1.194 4.452 1.717
C18 1.142 3.163 1.218
N4 -0.003 2.519 0.950
H1 -4.057 -2.238 -1.740
H2 -0.543 -2.355 -4.473
H3 1.863 -3.094 -4.738
H4 3.428 -2.627 -2.838
H5 2.614 -1.425 -0.887
H6 -4.759 1.217 1.748
H7 -2.144 4.923 1.898
H8 0.028 6.149 2.350
H9 2.158 4.901 1.905
H10 2.070 2.649 1.039
Cl3 4.409 -1.896 5.335
C19 3.129 -1.329 4.334
C20 1.813 -1.353 4.814
C21 0.760 -0.902 4.042
C22 1.015 -0.427 2.758
O3 0.025 0.015 1.995
C23 2.334 -0.392 2.264
C24 2.642 0.188 1.001
N5 1.811 0.609 0.091
C25 2.319 1.317 -1.049
C26 3.638 1.589 -1.320
C27 3.996 2.319 -2.471
C28 3.046 2.791 -3.331
C29 1.679 2.541 -3.077
C30 0.633 3.011 -3.906
C31 -0.666 2.734 -3.585
C32 -0.935 1.968 -2.444
N6 0.022 1.508 -1.651
C33 1.325 1.796 -1.937
C34 3.396 -0.842 3.078
H11 1.629 -1.729 5.812
H12 -0.252 -0.907 4.423
H13 3.707 0.309 0.815
H14 4.438 1.263 -0.672
H15 5.043 2.511 -2.660
H16 3.325 3.362 -4.207
H17 0.877 3.589 -4.788
H18 -1.491 3.080 -4.191
H19 -1.953 1.712 -2.176
H20 4.415 -0.803 2.717
N7 1.555 -6.275 0.581
C35 0.790 -5.450 0.803
C36 -0.130 -4.389 1.096
C37 -1.270 -4.576 1.866
C38 -2.066 -3.470 2.114
C39 -1.708 -2.247 1.583
N8 -0.628 -2.068 0.796
C40 0.148 -3.128 0.581
H21 -1.513 -5.551 2.266
H22 -2.960 -3.545 2.716
H23 -2.307 -1.375 1.804
H24 1.034 -2.999 -0.022

Mulliken atomic charge list, values in e, 6 entries: number 1, Ta, carries 1.140; number 2, Cl, carries -0.159; number 3, C, carries -0.036; number 4, C, carries -1.256; number 5, C, carries 0.065; number 6, N, carries 1.625

[4]
ORCA calculation (ωB97M-V/def2-TZVPD) on a structure of composition C40H27F5N8OPtSe.

Properties
E	-138061.31399	eV
molar mass	1004.74	g mol⁻¹
HOMO-LUMO gap	0.2345	Eh
HOMO energy	-7.57	eV
charge	0

Positions of all 83 atoms, in Å:
Pt1 1.409 -1.293 -1.993
C1 -3.981 -1.374 -3.483
N1 -2.659 -1.713 -2.975
C2 -1.539 -0.994 -2.865
N2 -0.598 -1.754 -2.320
C3 -1.205 -2.958 -2.136
N3 -2.452 -2.969 -2.519
C4 -4.678 -0.273 -2.719
C5 -5.917 0.172 -3.175
C6 -6.640 1.109 -2.452
C7 -6.114 1.650 -1.285
C8 -4.858 1.239 -0.861
C9 -4.156 0.263 -1.560
C10 -4.205 1.860 0.288
N4 -4.674 2.320 1.395
N5 -3.572 2.814 2.105
C11 -2.541 2.599 1.362
O1 -2.868 1.997 0.197
C12 -1.127 2.917 1.523
C13 -0.518 3.035 2.766
C14 0.848 3.279 2.816
C15 1.588 3.410 1.646
C16 0.964 3.326 0.406
C17 1.732 3.514 -0.885
N6 0.912 3.168 -2.030
C18 0.609 1.961 -2.532
N7 -0.360 2.067 -3.423
C19 -0.604 3.401 -3.437
N8 0.131 4.107 -2.607
C20 -0.393 3.076 0.358
H1 -4.538 -2.304 -3.385
H2 -3.927 -1.130 -4.545
H3 -1.440 0.047 -3.134
H4 -0.710 -3.807 -1.699
H5 -6.328 -0.235 -4.092
H6 -7.606 1.438 -2.811
H7 -6.645 2.407 -0.725
H8 -3.189 -0.055 -1.190
H9 -1.103 2.908 3.667
H10 1.345 3.349 3.774
H11 2.656 3.586 1.699
H12 2.642 2.917 -0.891
H13 2.009 4.559 -1.018
H14 1.103 1.051 -2.223
H15 -1.339 3.866 -4.075
H16 -0.895 2.995 -0.596
C21 2.941 -3.981 4.409
C22 3.323 -4.783 3.343
C23 3.135 -4.344 2.042
C24 2.546 -3.107 1.781
C25 2.184 -2.301 2.861
C26 2.378 -2.736 4.162
C27 2.396 -2.663 0.376
C28 1.345 -2.018 -0.149
C29 0.080 -1.824 0.611
C30 -0.539 -2.927 1.201
C31 -1.721 -2.788 1.911
C32 -2.307 -1.537 2.050
C33 -1.703 -0.433 1.463
C34 -0.529 -0.575 0.739
H17 3.093 -4.319 5.426
H18 3.776 -5.750 3.525
H19 3.448 -4.965 1.210
H20 1.760 -1.322 2.677
H21 2.096 -2.095 4.988
H22 3.234 -2.898 -0.267
H23 -0.080 -3.903 1.102
H24 -2.183 -3.658 2.359
H25 -3.225 -1.422 2.610
H26 -2.147 0.548 1.575
H27 -0.074 0.289 0.266
F1 7.427 -1.116 0.323
C35 6.338 -0.361 0.323
C36 5.228 -0.471 1.063
F2 5.018 -1.226 2.116
C37 4.242 0.515 0.513
F3 3.343 1.016 1.410
C38 3.963 0.572 -0.939
Se1 3.727 -0.790 -2.212
C39 4.955 1.472 -0.430
F4 4.913 2.852 -0.471
C40 6.150 0.717 -0.626
F5 6.902 0.783 -1.700

Mulliken atomic charge list, values in e, 6 entries: number 1, Pt, carries 0.672; number 2, C, carries -1.088; number 3, N, carries 0.952; number 4, C, carries -0.387; number 5, N, carries -0.362; number 6, C, carries -0.387